17
Properties=species:S:1:pos:R:3 method="wB97M-V/def2-TZVPD" charge=0 de_lowest_kcal_mol=196.9 gap_ev=6.29 total_energy_ev=-11919.0019 largest_force_ev_per_a=4.4
O 0.902 0.252 -1.922
C -0.318 0.811 -1.881
N -1.513 0.822 -0.581
C -0.881 0.297 0.574
C 0.574 0.904 0.701
O 1.488 0.134 1.476
C -0.766 -1.172 0.248
O -0.063 -1.936 1.307
H -0.994 0.565 -2.715
H -0.053 1.911 -1.824
H -1.359 0.632 1.443
H 0.618 2.012 1.071
H 0.950 1.074 -0.353
H 2.249 -0.004 0.898
H -0.194 -1.265 -0.685
H -1.764 -1.626 0.055
H 0.862 -1.694 1.438